{"formula": "C4H10N2O2", "method": "wB97M-V/def2-TZVPD", "relative_energy_kcal_mol": 175.3, "smiles": "[H]/N=C(/C)OO.[H]/N=C\\C", "homo_lumo_gap_ev": 9.600, "species": ["H", "N", "C", "C", "O", "O", "H", "H", "H", "H", "H", "N", "C", "C", "H", "H", "H", "H"], "xyz": [[2.9980, -0.9479, -0.7336], [2.8441, -0.1731, -0.0922], [1.8084, -0.2096, 0.5853], [1.5405, 0.5400, 1.8397], [1.0466, -1.5141, 0.5917], [-0.0395, -2.3991, 0.5547], [1.7929, -0.0656, 2.7094], [0.4755, 0.7657, 1.8828], [2.0707, 1.4874, 1.8061], [-0.5257, -2.0727, -0.2555], [-0.9121, -0.5417, -2.4102], [-0.9402, -0.7679, -1.4137], [-1.3795, 0.1534, -0.6622], [-2.2852, 1.2520, -1.1094], [-0.9376, -0.1622, 0.4350], [-1.9340, 2.2243, -0.7613], [-2.3119, 1.3200, -2.1997], [-3.3110, 1.1113, -0.7668]], "forces_ev_per_a": [[-0.4, 0.1, 0.0], [-0.1, 0.4, -0.2], [-0.9, -2.1, 1.0], [-0.9, 0.8, -0.6], [4.1, 0.1, -0.3], [-2.1, 0.9, -0.2], [0.1, 0.0, -0.2], [-0.1, 0.0, 0.2], [0.2, 0.0, 0.2], [0.5, -0.2, 0.1], [-1.0, -0.3, 0.0], [1.0, 0.4, -0.7], [1.1, -2.2, 1.9], [0.5, 0.8, 0.2], [-2.2, 1.7, -2.0], [-0.1, 0.0, 0.2], [0.1, -0.3, 0.0], [0.1, -0.1, 0.2]]}